P.
Formula: C10H9N2O5SeTi
Source: the Open Molecules 2025 dataset
Level of theory: ωB97M-V/def2-TZVPD

- net charge = +2
- HOMO energy (alpha / beta) (eV) = -15.5 / -16.2
- spin multiplicity = 2
- ⟨S²⟩ = 1.156
- gap between HOMO and LUMO (alpha / beta) (hartree) = 0.198 / 0.235

CARTESIAN COORDINATES (ANGSTROEM)
O -0.03298 3.16664 -1.73964
C -0.24416 2.12199 -1.30661
Ti -0.38083 0.11930 -0.55287
O 0.28053 0.02999 -3.76609
C 0.00829 -0.05954 -2.64278
C 0.14036 -1.78077 0.00259
O 0.49437 -2.85578 0.33659
C -0.28460 0.76559 1.59256
O 0.60374 0.58100 2.39254
C 1.75705 0.60859 -0.30140
O 2.86270 0.93633 -0.24155
H -1.18679 1.35641 1.91610
C -2.58338 -3.41115 -0.53687
N -2.67572 -2.84461 0.78737
C -2.71292 -3.55967 1.97456
C -2.83700 -2.66028 2.98250
N -2.89220 -1.39786 2.39892
C -3.00781 -0.17184 3.15838
C -2.83300 -1.51363 1.03862
Se -2.86372 -0.09169 -0.21940
H -1.61644 -3.84957 -0.73095
H -2.77312 -2.65843 -1.29969
H -3.32255 -4.20107 -0.64735
H -2.63621 -4.63846 1.96504
H -2.90217 -2.82097 4.03578
H -3.80206 -0.24999 3.90759
H -2.08539 0.07199 3.67914
H -3.25214 0.64630 2.49071

=====

Q.
Formula: C10H9N2O5SeTi
Source: the Open Molecules 2025 dataset
Level of theory: ωB97M-V/def2-TZVPD

- net charge = +2
- HOMO energy (alpha / beta) (eV) = -16.0 / -15.9
- spin multiplicity = 2
- ⟨S²⟩ = 0.948
- gap between HOMO and LUMO (alpha / beta) (hartree) = 0.232 / 0.220

CARTESIAN COORDINATES (ANGSTROEM)
O -0.00820 2.27949 -4.53290
C -0.01761 1.69501 -3.54631
Ti 0.01875 0.04928 -1.92037
O -0.01145 2.74007 -0.19668
C -0.00571 1.72162 -0.77823
C -0.03990 -1.71464 -3.27642
O -0.11042 -2.83928 -3.58196
C 1.99821 -0.23276 -2.32491
O 3.11370 -0.43686 -2.60889
C -1.97085 -0.24353 -2.33011
O -3.10069 -0.40846 -2.55294
H 0.13546 -0.63095 -3.85619
C -2.46468 -0.44134 1.62214
N -1.09463 -0.14516 1.99551
C -0.71582 0.64290 3.07128
C 0.63713 0.69992 3.08031
N 1.08779 -0.05882 2.00728
C 2.48720 -0.22467 1.66474
C 0.01945 -0.60950 1.35300
Se 0.05857 -1.78621 -0.13027
H -2.74079 0.04176 0.67825
H -3.11047 -0.07306 2.42359
H -2.59549 -1.52018 1.51622
H -1.44327 1.08898 3.72664
H 1.33139 1.19559 3.73348
H 2.92183 0.73921 1.37449
H 3.02471 -0.59003 2.54592
H 2.59578 -0.93837 0.84331

=====

Least stable of them? P.

=====

P.
Formula: C7H16N2O
Source: the Open Molecules 2025 dataset
Level of theory: ωB97M-V/def2-TZVPD

- net charge = 0
- HOMO energy (alpha / beta) (eV) = -7.6 / -7.6
- SMILES string = C/C(N)=C/N.CCC(C)=O
- gap between HOMO and LUMO (alpha / beta) (hartree) = 0.298 / 0.298

CARTESIAN COORDINATES (ANGSTROEM)
C -0.77068 -2.46730 0.29614
C -1.06658 -1.15202 -0.34898
N -1.28828 -1.15244 -1.68171
C -1.31850 0.00173 0.45604
N -1.94567 1.14211 -0.09614
H -1.71225 -2.98173 0.51591
H -0.15479 -3.09910 -0.35012
H -0.24867 -2.31759 1.24634
H -0.85792 -1.88805 -2.22668
H -1.41046 -0.25186 -2.12413
H -1.78799 -0.22316 1.41858
H -1.33366 1.90926 -0.34210
H -2.59945 0.99091 -0.85300
C 1.65897 0.89192 -1.28326
C 1.66245 -0.02802 -0.07836
C 0.53772 0.33220 1.27831
C 0.67545 1.81535 1.59299
O 0.70790 -0.46289 2.22446
H 1.90927 1.92093 -1.00970
H 0.69082 0.91327 -1.79530
H 2.39896 0.57921 -2.02927
H 1.58007 -1.07507 -0.38045
H 2.59457 0.07528 0.47932
H 1.57379 1.97118 2.19102
H -0.19149 2.10712 2.19181
H 0.69644 2.44876 0.70829

=====

Q.
Formula: C7H16N2O
Source: the Open Molecules 2025 dataset
Level of theory: ωB97M-V/def2-TZVPD

- net charge = 0
- HOMO energy (eV) = -7.9
- SMILES string = CC(C)C(N)=O.C=C(C)N
- gap between HOMO and LUMO (hartree) = 0.320

CARTESIAN COORDINATES (ANGSTROEM)
C 1.91211 0.32266 2.26195
C 0.62047 0.26728 1.44089
C -0.33266 -0.76600 1.92792
C 1.13034 -0.03056 -0.07228
N 1.53847 1.11330 -0.69680
O 1.51834 -1.12676 -0.41852
H 2.61104 1.04089 1.83608
H 1.69180 0.59780 3.29299
H 2.38982 -0.65590 2.26921
H 0.14324 1.24946 1.41034
H -0.54668 -1.51728 0.98735
H -0.08347 -1.19538 2.89648
H -1.35983 -0.42079 1.96727
H 1.97041 1.02075 -1.60194
H 1.08375 1.98565 -0.49568
C -1.62967 -1.31178 -0.63896
C -1.23497 -0.17083 -1.27738
C -0.56946 -0.20321 -2.62546
N -1.60283 1.09597 -0.80627
H -1.46064 -2.25407 -1.13173
H -2.50573 -1.28953 -0.00637
H -0.23197 0.78871 -2.92790
H 0.29574 -0.86599 -2.59438
H -1.27406 -0.56503 -3.37290
H -1.73943 1.80154 -1.51435
H -2.33412 1.08911 -0.10959

=====

Least stable of them? P.

=====

P.
Formula: C3H3O3
Source: the Open Molecules 2025 dataset
Level of theory: ωB97M-V/def2-TZVPD

- net charge = +1
- HOMO energy (eV) = -14.6
- gap between HOMO and LUMO (hartree) = 0.371

CARTESIAN COORDINATES (ANGSTROEM)
C -2.45822 0.03968 0.04899
C 0.00092 -0.64123 -0.08293
C 1.06869 0.22543 0.00901
O -3.55911 0.32361 0.08541
O 2.35832 -0.00660 0.06491
O -1.30081 -0.13018 -0.10319
H 0.04657 -1.73819 -0.35036
H 0.73334 1.21252 0.10522
H 3.11029 0.71495 0.22295

=====

Q.
Formula: C3H3O3
Source: the Open Molecules 2025 dataset
Level of theory: ωB97M-V/def2-TZVPD

- net charge = +1
- HOMO energy (alpha / beta) (eV) = -13.9 / -13.9
- gap between HOMO and LUMO (alpha / beta) (hartree) = 0.291 / 0.291

CARTESIAN COORDINATES (ANGSTROEM)
C 2.32111 -0.32129 0.05842
C 1.05094 -0.28345 0.87925
C -1.09719 0.39812 0.15423
O 1.77912 0.81675 0.21728
O -2.36790 0.17177 0.00867
O -0.30701 -0.54752 0.32833
H 3.25137 -0.69403 -0.64427
H -0.70355 1.41640 0.26498
H -2.74352 -0.69523 0.13939

=====

Least stable of them? Q.

=====

P.
Formula: C3H3O3
Source: the Open Molecules 2025 dataset
Level of theory: ωB97M-V/def2-TZVPD

- net charge = +1
- HOMO energy (eV) = -16.3
- gap between HOMO and LUMO (hartree) = 0.351

CARTESIAN COORDINATES (ANGSTROEM)
C 0.56867 0.37735 0.21026
C -1.32750 -0.36750 1.43235
C 0.27458 0.35285 -1.04515
O -2.07864 -0.47442 0.55709
O 0.02076 -0.03245 1.34245
O -0.02795 0.59537 -2.25244
H 1.38336 0.99351 0.47542
H -1.47231 -0.41640 2.63539
H 0.43546 0.02403 -2.94192

=====

Q.
Formula: C3H3O3
Source: the Open Molecules 2025 dataset
Level of theory: ωB97M-V/def2-TZVPD

- net charge = +1
- HOMO energy (eV) = -15.2
- gap between HOMO and LUMO (hartree) = 0.350

CARTESIAN COORDINATES (ANGSTROEM)
C 0.17472 0.99629 -0.03817
C 1.33251 -0.81608 -0.01058
C -0.72194 -0.09478 -0.06098
O -0.01379 -1.20261 -0.02495
O 1.40120 0.44333 -0.08107
O -2.00779 -0.28877 -0.02168
H 0.21502 2.09454 -0.15498
H 2.18318 -1.53891 0.34409
H -2.56311 0.40699 0.04833

=====

Least stable of them? P.

=====

P.
Formula: C4H10NO
Source: the Open Molecules 2025 dataset
Level of theory: ωB97M-V/def2-TZVPD

- net charge = -1
- HOMO energy (eV) = -1.9
- SMILES string = CN(C)CC[O-]
- gap between HOMO and LUMO (hartree) = 0.221

CARTESIAN COORDINATES (ANGSTROEM)
C 1.33500 1.53758 0.84670
N 0.71385 0.64659 -0.10552
C 1.31930 -0.74290 0.01120
C -0.72321 0.63147 0.22116
C -1.39619 -0.44360 -0.70960
O -1.46026 -1.76476 -0.49366
H 2.09751 2.12470 0.40477
H 0.52618 2.22607 1.25750
H 1.77731 1.08560 1.72807
H 1.16764 -1.41126 -0.83026
H 2.50348 -0.69297 0.11225
H 0.85922 -1.21480 0.97295
H -1.28798 1.59475 0.00029
H -1.01663 0.40396 1.23138
H -2.47669 -0.06172 -0.91044
H -0.67433 -0.35769 -1.49524

=====

Q.
Formula: C4H10NO
Source: the Open Molecules 2025 dataset
Level of theory: ωB97M-V/def2-TZVPD

- net charge = -1
- HOMO energy (eV) = -2.1
- SMILES string = CN[C@@H](C)C[O-]
- gap between HOMO and LUMO (hartree) = 0.230

CARTESIAN COORDINATES (ANGSTROEM)
C 1.64878 0.68722 -0.26557
N 0.98625 -0.63945 -0.47108
C -0.45594 -0.66949 -0.03151
C -0.41898 -0.65537 1.48374
C -1.31696 0.44588 -0.75328
O -2.60615 0.05645 -0.63836
H 1.56792 1.35708 -1.09477
H 2.71939 0.46260 -0.34781
H 1.35863 1.34651 0.50414
H 0.98635 -0.84110 -1.47749
H -1.10100 -1.51967 -0.32513
H -1.36477 -0.31656 1.86595
H -0.22299 -1.66310 1.85270
H 0.22794 0.11119 2.00582
H -1.08982 1.50173 -0.48557
H -0.91867 0.33608 -1.82177

=====

Least stable of them? P.

=====

P.
Formula: C4H10NO
Source: the Open Molecules 2025 dataset
Level of theory: ωB97M-V/def2-TZVPD

- net charge = -1
- HOMO energy (eV) = -2.4
- SMILES string = CCCNC[O-]
- gap between HOMO and LUMO (hartree) = 0.237

CARTESIAN COORDINATES (ANGSTROEM)
C 1.89369 -0.05596 1.14654
C 1.41625 -0.21238 -0.31146
C -0.07095 -0.41100 -0.40196
N -0.92740 0.58435 0.25600
C -2.41340 0.34603 -0.34069
O -3.02160 -0.66867 0.18063
H 1.32073 -0.73908 1.76672
H 2.97910 -0.21035 1.23993
H 1.70305 0.99659 1.39356
H 1.78052 0.57404 -0.98542
H 1.83615 -1.20188 -0.58025
H -0.32122 -1.41374 -0.01692
H -0.39553 -0.61768 -1.45035
H -0.65794 1.41517 -0.29006
H -2.95226 1.30246 -0.14866
H -2.16921 0.31210 -1.45761

=====

Q.
Formula: C4H10NO
Source: the Open Molecules 2025 dataset
Level of theory: ωB97M-V/def2-TZVPD

- net charge = -1
- HOMO energy (eV) = -2.2
- SMILES string = CN(C)CC[O-]
- gap between HOMO and LUMO (hartree) = 0.241

CARTESIAN COORDINATES (ANGSTROEM)
C 0.86490 0.59973 -1.37575
N 0.04067 1.03078 -0.27217
C 0.84397 1.18772 0.94753
C -1.12437 0.14607 -0.09563
C -0.88002 -1.39158 0.13752
O 0.31984 -1.74118 0.63236
H 0.26053 0.48773 -2.27480
H 1.44656 -0.32460 -1.25139
H 1.56734 1.38950 -1.65312
H 1.79560 1.66100 0.70593
H 1.01606 0.21397 1.39418
H 0.29196 1.81341 1.66957
H -1.69312 0.54779 0.74411
H -1.69802 0.25320 -1.01336
H -1.13817 -1.89242 -0.84368
H -1.75540 -1.73819 0.76732

=====

R.
Formula: C4H10NO
Source: the Open Molecules 2025 dataset
Level of theory: ωB97M-V/def2-TZVPD

- net charge = -1
- HOMO energy (eV) = -2.1
- SMILES string = CNCCC[O-]
- gap between HOMO and LUMO (hartree) = 0.217

CARTESIAN COORDINATES (ANGSTROEM)
C 1.15619 -1.08339 -1.81189
N 0.16990 -0.38637 -1.01773
C 0.68070 0.35477 0.14618
C -0.35873 1.11483 0.91103
C -1.61510 0.28588 1.30735
O -2.09084 0.62911 2.52215
H 2.13583 -0.78632 -1.43281
H 1.05833 -2.17083 -1.77069
H 1.09994 -0.74236 -2.85068
H -0.59426 -0.89567 -0.59072
H 1.20165 -0.28948 0.88313
H 1.52277 0.99005 -0.16964
H -0.77220 1.93255 0.29672
H 0.04137 1.52704 1.83311
H -1.29681 -0.80077 1.30224
H -2.33875 0.32096 0.44224

=====

S.
Formula: C4H10NO
Source: the Open Molecules 2025 dataset
Level of theory: ωB97M-V/def2-TZVPD

- net charge = -1
- HOMO energy (eV) = -2.7
- gap between HOMO and LUMO (hartree) = 0.252

CARTESIAN COORDINATES (ANGSTROEM)
C -2.81266 -0.83267 -0.52786
O -1.46609 -0.99357 -0.30510
H -2.99409 0.05610 -1.18293
H -3.24904 -1.71215 -1.03849
H -3.38777 -0.65941 0.40614
N 0.42730 -0.44383 1.56976
C 1.60613 -0.02189 0.81298
C 1.74848 1.69052 -0.97953
C 1.14060 0.61535 -0.46921
H 0.63385 -1.12332 2.28153
H -0.33772 -0.70316 0.89413
H 2.20538 -0.91202 0.51267
H 2.28010 0.64899 1.35159
H 1.35464 2.07546 -1.91399
H 2.58563 2.15924 -0.47733
H 0.26526 0.15635 -0.93437

=====

Least stable of them? S.

=====

P.
Formula: C3H10N5
Source: the Open Molecules 2025 dataset
Level of theory: ωB97M-V/def2-TZVPD

- net charge = +1
- HOMO energy (eV) = -13.5
- SMILES string = C/C(N=C(N)N)=[NH+]/N
- gap between HOMO and LUMO (hartree) = 0.385

CARTESIAN COORDINATES (ANGSTROEM)
C -0.39787 -1.14695 -2.17497
C -0.01398 -0.50876 -0.83419
N -0.67555 0.44725 -0.37153
C -0.93417 0.95777 0.74990
N -1.05760 2.31267 0.89714
N -0.99913 0.37590 1.93533
N 1.21691 -0.82017 -0.36616
N 1.70469 -0.39792 0.87227
H 0.27997 -0.49192 -2.80199
H -1.50663 -1.05692 -2.25051
H -0.02083 -2.18383 -2.06665
H -1.43964 2.61044 1.76967
H -1.13018 2.88070 0.03434
H -1.21748 -0.58837 2.10834
H -1.54208 0.92994 2.66217
H 1.75306 -1.50087 -1.00869
H 2.30747 -1.11529 1.16975
H 2.06589 0.52973 0.80854

=====

Q.
Formula: C3H10N5
Source: the Open Molecules 2025 dataset
Level of theory: ωB97M-V/def2-TZVPD

- net charge = +1
- HOMO energy (alpha / beta) (eV) = -12.0 / -12.0
- SMILES string = CN(N)/C=C(/N)N=[NH2+]
- gap between HOMO and LUMO (alpha / beta) (hartree) = 0.280 / 0.280

CARTESIAN COORDINATES (ANGSTROEM)
C -2.84911 0.32727 0.00162
N -1.41427 -0.21955 0.01306
N -1.14421 -1.52518 0.07460
C -0.44802 0.70625 0.03267
C 1.18761 0.45085 0.00165
N 1.85057 1.45001 -0.64375
N 1.59277 -0.70447 0.26671
N 2.87245 -1.10282 0.19783
H -3.17758 0.63671 1.04682
H -3.00485 1.16554 -0.76541
H -3.68189 -0.39108 -0.22099
H -1.73167 -2.13019 0.63888
H -0.22426 -1.68170 0.19293
H -0.75799 1.71308 0.05481
H 1.33349 2.31452 -0.79480
H 2.83637 1.53275 -0.62387
H 3.67972 -0.53097 -0.09307
H 3.08086 -2.01100 0.62029

=====

R.
Formula: C3H10N5
Source: the Open Molecules 2025 dataset
Level of theory: ωB97M-V/def2-TZVPD

- net charge = +1
- HOMO energy (eV) = -12.3
- gap between HOMO and LUMO (hartree) = 0.312

CARTESIAN COORDINATES (ANGSTROEM)
C 0.74381 0.65858 0.98462
C 1.28234 0.83501 -0.52528
C -2.66972 1.09485 -1.04518
N -3.01930 -1.03146 -0.07259
N -2.95637 0.10100 -0.52530
N -0.49056 0.13994 0.67338
N -0.80541 -1.02754 0.97514
N 1.45067 -0.49468 -1.07899
H 1.48336 0.02562 1.53965
H 0.70546 1.68655 1.24170
H 0.43186 1.22704 -1.15803
H 2.21786 1.47380 -0.52220
H -2.58244 2.15617 -1.32965
H -3.83502 -1.56121 -0.28162
H -0.17105 -1.68948 1.52527
H -2.17054 -1.30117 0.54666
H 1.07776 -1.25684 -0.54415
H 1.97170 -0.65719 -1.91543

=====

Least stable of them? R.

=====

P.
Formula: C6H14
Source: the Open Molecules 2025 dataset
Level of theory: ωB97M-V/def2-TZVPD

- net charge = 0
- HOMO energy (eV) = -10.5
- SMILES string = CCCC(C)C
- gap between HOMO and LUMO (hartree) = 0.428

CARTESIAN COORDINATES (ANGSTROEM)
C -1.90803 1.15082 -1.14228
C -1.18598 -0.29418 -1.27278
C -0.38001 -0.90636 -0.07729
C 0.61605 0.01801 0.75490
C 1.31536 -0.71020 1.90254
C 1.53694 0.70509 -0.16552
H -1.37623 1.70397 -0.44103
H -2.03354 1.63775 -2.07416
H -2.85887 0.87507 -0.72996
H -0.48477 -0.31720 -2.16776
H -2.09418 -0.97397 -1.49989
H 0.24112 -1.87833 -0.24496
H -1.26456 -1.20217 0.65805
H 0.01401 0.80738 1.29329
H 2.30016 -0.92006 1.75540
H 0.82016 -1.72664 2.05906
H 1.22899 -0.17169 2.76620
H 1.15678 0.92105 -1.23070
H 2.05343 1.58899 0.26175
H 2.33152 -0.12324 -0.40269

=====

Q.
Formula: C6H14
Source: the Open Molecules 2025 dataset
Level of theory: ωB97M-V/def2-TZVPD

- net charge = 0
- HOMO energy (eV) = -9.0
- SMILES string = C=CCC(C)C.[H][H]
- gap between HOMO and LUMO (hartree) = 0.378

CARTESIAN COORDINATES (ANGSTROEM)
C -2.56633 0.20891 1.28372
C -1.25696 0.01690 1.11949
C -0.60945 -0.33646 -0.20016
C 0.91732 -0.54174 -0.23140
C 1.28250 -1.35467 -1.47700
C 1.74299 0.74868 -0.19679
H -3.23475 0.25074 0.42389
H -2.98982 0.44874 2.25589
H -0.58694 0.10001 1.97776
H -0.90343 0.34783 -1.01288
H -1.07860 -1.29742 -0.42613
H 1.19099 -1.13781 0.65100
H 2.35507 -1.57497 -1.50955
H 0.74038 -2.30662 -1.50367
H 1.03007 -0.80002 -2.39010
H 2.81377 0.51524 -0.26947
H 1.49103 1.40005 -1.04292
H 1.58721 1.32414 0.72209
H -1.31506 1.87060 0.98289
H -0.60999 2.11788 0.84332

=====

Least stable of them? Q.